5
Properties=species:S:1:pos:R:3:lowdin_charge:R:1 method="wB97M-V/def2-TZVPD" charge=0 multiplicity=1 smiles="O=P.O=S" largest_force_ev_per_a=4.2 energy_ev=-24231.833 lumo_ha="-0.0857 / -0.0864" relative_energy_kj_mol=326.4 homo_energy_ev="-9.0041 / -8.9870"
O -1.713 -1.342 0.525 -0.547
O 1.160 0.208 0.015 -0.868
P -1.225 -0.533 -0.546 0.739
S 2.595 0.726 0.117 0.767
H -0.817 0.941 -0.112 -0.090